Version P
C9H14 | ωB97M-V with the def2-TZVPD basis set

Geometry (Å):
C (-1.87, -1.70, 1.91)
C (-1.10, -2.75, 2.63)
H (-2.75, -2.01, 1.38)
H (-2.28, -0.72, 2.49)
H (-1.23, -1.08, 1.17)
H (-0.51, -2.16, 3.35)
H (-0.44, -3.20, 1.93)
H (-1.67, -3.44, 3.14)
C (2.94, 0.58, -1.04)
C (-0.84, 0.33, -1.13)
C (0.55, -0.02, -1.07)
C (-1.25, 1.73, -1.26)
C (1.50, 0.95, -1.21)
C (-0.24, 2.63, -1.46)
C (1.04, 2.30, -1.43)
H (-1.61, -0.43, -1.13)
H (0.91, -1.04, -0.91)
H (-2.30, 1.85, -1.19)
H (-0.56, 3.69, -1.72)
H (3.09, -0.49, -1.39)
H (3.24, 0.73, -0.02)
H (1.88, 3.04, -1.46)
H (3.50, 1.23, -1.57)

Computed properties:
SMILES: Cc1ccccc1.CC
Spin multiplicity: 1
LUMO level (eV): 0.984

The Löwdin scheme yields these atomic charges, measured in e: -0.204, -0.167, 0.036, 0.112, 0.056, 0.076, 0.057, 0.035, -0.052, -0.058, -0.071, -0.071, -0.282, -0.153, -0.068, 0.083, 0.109, 0.085, 0.128, 0.107, 0.085, 0.124, 0.031



Version Q
C9H14 | ωB97M-V with the def2-TZVPD basis set

Geometry (Å):
C (-2.80, -0.16, -0.59)
C (-1.87, -0.53, 0.53)
C (-0.42, -0.07, 0.26)
C (0.21, 1.00, 1.08)
C (1.28, 1.03, -0.02)
C (0.05, 0.77, -0.95)
C (1.95, -0.29, -0.02)
C (3.17, -0.49, -0.30)
C (0.77, -1.10, 0.25)
H (-2.31, -0.38, -1.53)
H (-3.20, 0.82, -0.30)
H (-3.78, -0.79, -0.59)
H (-1.76, -1.61, 0.69)
H (-2.00, -0.03, 1.42)
H (0.37, 0.64, 2.10)
H (-0.28, 1.92, 1.23)
H (1.86, 2.03, -0.16)
H (-0.59, 1.67, -1.06)
H (0.31, 0.33, -1.87)
H (3.83, 0.32, -0.57)
H (3.59, -1.51, -0.19)
H (0.64, -1.96, -0.60)
H (0.98, -1.61, 1.19)

Computed properties:
Spin multiplicity: 1
LUMO level (eV): 0.945

The Löwdin scheme yields these atomic charges, measured in e: -0.099, -0.187, -0.419, -0.125, -0.210, -0.072, -0.364, 0.045, -0.094, 0.072, 0.080, 0.099, 0.113, 0.080, 0.127, 0.111, 0.170, 0.128, 0.101, 0.064, 0.080, 0.180, 0.120



Version R
C9H14 | ωB97M-V with the def2-TZVPD basis set

Geometry (Å):
C (1.65, 1.19, 2.73)
C (0.52, 1.19, 3.77)
H (2.52, 1.80, 2.94)
H (1.97, 0.15, 2.64)
H (1.15, 1.36, 1.78)
H (-0.43, 1.50, 3.30)
H (0.60, 1.82, 4.65)
H (0.26, 0.23, 4.22)
C (-2.03, -1.83, -0.67)
C (1.00, 0.27, -2.74)
C (0.84, 0.56, -1.37)
C (0.05, -0.43, -3.44)
C (-0.22, -0.07, -0.75)
C (-1.08, -0.95, -2.81)
C (-1.13, -0.89, -1.43)
H (1.82, 0.81, -3.21)
H (1.54, 1.04, -0.73)
H (0.12, -0.41, -4.52)
H (-0.42, 0.13, 0.30)
H (-1.76, -1.57, -3.38)
H (-1.58, -2.25, 0.23)
H (-2.64, -2.54, -1.21)
H (-2.76, -1.12, -0.27)

Computed properties:
SMILES: Cc1ccccc1.CC
Spin multiplicity: 1
LUMO level (eV): 0.971

The Löwdin scheme yields these atomic charges, measured in e: -0.152, -0.176, 0.062, 0.063, 0.035, 0.056, 0.054, 0.058, -0.051, -0.105, -0.071, -0.097, -0.066, -0.049, -0.287, 0.098, 0.086, 0.101, 0.102, 0.108, 0.076, 0.075, 0.079



Version S
C9H14 | ωB97M-V with the def2-TZVPD basis set

Geometry (Å):
C (-3.68, 0.44, 1.90)
C (-2.45, -0.13, 2.67)
H (-3.32, 1.00, 1.04)
H (-4.29, -0.38, 1.53)
H (-4.31, 1.03, 2.57)
H (-1.89, -0.77, 1.99)
H (-1.78, 0.67, 2.96)
H (-2.87, -0.75, 3.46)
C (1.56, -1.50, -2.67)
C (1.94, 0.43, 0.53)
C (0.69, 1.04, 0.67)
C (2.25, -0.38, -0.53)
C (1.26, -0.61, -1.50)
C (-0.24, 0.92, -0.34)
C (0.07, 0.08, -1.40)
H (2.64, 0.67, 1.32)
H (0.62, 1.67, 1.53)
H (3.22, -0.84, -0.71)
H (-1.11, 1.56, -0.36)
H (2.59, -1.85, -2.56)
H (1.51, -1.00, -3.64)
H (-0.67, -0.05, -2.16)
H (0.96, -2.40, -2.78)

Computed properties:
SMILES: Cc1ccccc1.CC
Spin multiplicity: 1
LUMO level (eV): 1.031

The Löwdin scheme yields these atomic charges, measured in e: -0.167, -0.166, 0.045, 0.060, 0.057, 0.055, 0.053, 0.059, -0.058, -0.094, -0.099, -0.049, -0.279, -0.086, -0.060, 0.101, 0.092, 0.106, 0.096, 0.070, 0.079, 0.106, 0.079



The structure with the least stability is version Q.



Version P
C9H14 | ωB97M-V with the def2-TZVPD basis set

Geometry (Å):
C (2.02, 2.73, -0.54)
C (0.73, 3.30, -0.88)
H (2.90, 2.65, -1.26)
H (2.60, 3.26, 0.20)
H (2.15, 1.66, -0.30)
H (-0.04, 3.13, -0.10)
H (0.25, 2.46, -1.58)
H (0.56, 4.30, -1.31)
C (0.11, -3.14, 1.53)
C (-0.21, -0.11, -0.62)
C (-1.61, -0.08, -0.73)
C (0.44, -1.11, 0.05)
C (-0.39, -1.99, 0.71)
C (-2.34, -0.99, 0.03)
C (-1.79, -2.08, 0.65)
H (0.35, 0.62, -1.26)
H (-2.18, 0.67, -1.33)
H (1.51, -1.16, 0.18)
H (-3.38, -0.74, 0.11)
H (-0.55, -4.03, 1.64)
H (0.16, -2.71, 2.55)
H (-2.31, -2.88, 1.06)
H (0.99, -3.75, 1.21)

Computed properties:
SMILES: Cc1ccccc1.CC
Spin multiplicity: 1
LUMO level (eV): 1.026

The Löwdin scheme yields these atomic charges, measured in e: -0.229, -0.189, 0.089, 0.052, 0.055, 0.073, 0.079, 0.073, -0.084, -0.104, -0.088, -0.051, -0.290, -0.108, -0.040, 0.084, 0.119, 0.115, 0.094, 0.075, 0.093, 0.094, 0.086



Version Q
C9H14 | ωB97M-V with the def2-TZVPD basis set

Geometry (Å):
C (-0.12, 0.57, -0.49)
C (-1.50, 0.53, -0.76)
C (1.25, 1.26, -0.40)
C (-0.63, -0.73, -0.98)
C (0.67, 0.85, 0.91)
C (-1.12, -1.73, -0.06)
C (-0.44, -1.04, -2.42)
C (1.08, -0.43, 1.58)
C (-0.04, 1.94, 1.58)
H (1.99, 0.68, -0.90)
H (1.35, 2.35, -0.64)
H (-2.07, -2.01, -0.27)
H (-1.10, -1.30, 1.03)
H (-0.44, -2.53, -0.16)
H (0.01, -0.24, -2.93)
H (-1.43, -1.10, -2.85)
H (0.04, -2.02, -2.64)
H (1.43, -0.90, 0.71)
H (0.27, -0.90, 2.15)
H (1.85, -0.24, 2.35)
H (-0.04, 2.96, 1.02)
H (0.17, 2.19, 2.64)
H (-1.18, 1.84, 1.52)

Computed properties:
Spin multiplicity: 1
LUMO level (eV): -0.026

The Löwdin scheme yields these atomic charges, measured in e: -0.341, 0.249, 0.000, -0.565, -0.429, -0.061, -0.035, -0.020, -0.075, 0.106, 0.126, 0.050, 0.117, 0.081, 0.061, 0.076, 0.101, 0.074, 0.081, 0.103, 0.117, 0.086, 0.097



Version R
C9H14 | ωB97M-V with the def2-TZVPD basis set

Geometry (Å):
C (-1.78, -1.15, -1.95)
C (-1.69, -2.65, -1.81)
H (-1.75, -0.77, -2.98)
H (-2.70, -0.62, -1.67)
H (-1.03, -0.60, -1.39)
H (-2.53, -3.02, -1.19)
H (-0.97, -2.97, -1.05)
H (-1.78, -3.26, -2.70)
C (1.87, 1.83, -0.89)
C (1.34, 1.98, 1.62)
C (1.38, 1.25, 0.43)
C (0.71, 1.46, 2.72)
C (0.63, 0.07, 0.37)
C (0.07, 0.21, 2.72)
C (-0.05, -0.41, 1.49)
H (1.98, 2.85, 1.67)
H (0.55, 2.01, 3.64)
H (2.68, 1.21, -1.28)
H (2.27, 2.83, -0.71)
H (0.62, -0.62, -0.45)
H (-0.20, -0.19, 3.69)
H (-0.67, -1.27, 1.31)
H (1.05, 1.84, -1.60)

Computed properties:
SMILES: Cc1ccccc1.CC
Spin multiplicity: 1
LUMO level (eV): 1.041

The Löwdin scheme yields these atomic charges, measured in e: -0.175, -0.165, 0.066, 0.070, 0.017, 0.065, 0.056, 0.062, -0.046, -0.057, -0.267, -0.097, -0.075, -0.084, -0.087, 0.106, 0.099, 0.078, 0.072, 0.090, 0.098, 0.096, 0.078



Version S
C9H14 | ωB97M-V with the def2-TZVPD basis set

Geometry (Å):
C (-1.30, 2.26, -1.19)
C (0.69, 1.60, 0.51)
C (-0.71, 1.54, 0.10)
C (1.02, 0.91, 1.76)
C (-1.68, 1.05, 0.98)
C (0.04, 0.27, 2.46)
C (-1.29, 0.37, 2.13)
H (1.37, 2.09, -0.01)
H (2.00, 1.14, 2.28)
H (-2.37, 2.13, -1.42)
H (-0.70, 1.82, -2.02)
H (-2.76, 1.29, 0.91)
H (0.40, -0.34, 3.30)
H (-1.87, 0.02, 3.06)
H (-0.99, 3.28, -1.21)
C (0.40, -2.59, -1.02)
C (1.64, -2.41, -1.96)
H (0.72, -2.29, -0.04)
H (-0.35, -1.85, -1.34)
H (-0.13, -3.60, -0.84)
H (1.48, -2.29, -3.02)
H (2.08, -1.34, -1.72)
H (2.33, -3.06, -1.73)

Computed properties:
SMILES: Cc1ccccc1.CC
Spin multiplicity: 1
LUMO level (eV): 0.979

The Löwdin scheme yields these atomic charges, measured in e: -0.048, 0.006, -0.221, -0.086, -0.086, -0.166, -0.109, 0.041, 0.117, 0.074, 0.074, 0.115, 0.105, 0.134, 0.050, -0.160, -0.144, 0.031, 0.051, 0.087, 0.050, 0.101, -0.016



The structure with the least stability is version Q.



Version P
C9H14 | ωB97M-V with the def2-TZVPD basis set

Geometry (Å):
C (2.06, -1.36, -1.02)
C (-1.20, -1.42, 1.81)
C (0.03, -1.13, 2.24)
C (-1.29, -1.83, 0.40)
C (1.16, -1.13, 1.30)
C (-0.24, -1.96, -0.43)
C (1.00, -1.48, -0.05)
H (-1.99, -1.55, 2.63)
H (0.42, -0.86, 3.35)
H (-2.30, -2.18, 0.03)
H (2.11, -0.98, 1.77)
H (-0.39, -2.25, -1.46)
H (2.56, -0.44, -0.92)
H (1.70, -1.51, -2.07)
H (2.81, -2.09, -1.06)
C (-1.35, 2.77, -1.36)
C (-0.29, 2.81, -0.25)
H (-1.95, 3.62, -1.60)
H (-0.92, 2.50, -2.28)
H (-2.07, 1.95, -1.30)
H (-0.67, 3.22, 0.69)
H (0.19, 1.85, 0.01)
H (0.62, 3.45, -0.42)

Computed properties:
SMILES: Cc1ccccc1.CC
Spin multiplicity: 1
LUMO level (eV): 0.977

The Löwdin scheme yields these atomic charges, measured in e: -0.062, -0.117, -0.128, -0.086, -0.033, -0.090, -0.309, 0.125, 0.145, 0.116, 0.091, 0.109, 0.073, 0.100, 0.063, -0.161, -0.157, 0.051, 0.037, 0.057, 0.054, 0.052, 0.070



Version Q
C9H14 | ωB97M-V with the def2-TZVPD basis set

Geometry (Å):
C (-0.71, -2.96, 1.67)
C (-1.99, -2.18, 1.39)
H (-0.55, -3.09, 2.75)
H (-0.76, -3.99, 1.30)
H (0.17, -2.50, 1.24)
H (-2.15, -2.07, 0.31)
H (-1.79, -1.16, 1.69)
H (-2.87, -2.60, 1.87)
C (2.38, 1.53, -2.27)
C (0.42, 0.66, 0.85)
C (-0.85, 1.16, 0.54)
C (1.43, 0.85, -0.07)
C (1.23, 1.48, -1.29)
C (-1.04, 1.80, -0.67)
C (-0.02, 1.96, -1.60)
H (0.58, 0.24, 1.84)
H (-1.70, 0.92, 1.15)
H (2.43, 0.49, 0.19)
H (-2.02, 2.22, -0.85)
H (3.33, 1.72, -1.76)
H (2.37, 2.39, -2.95)
H (-0.31, 2.52, -2.49)
H (2.42, 0.60, -2.84)

Computed properties:
SMILES: Cc1ccccc1.CC
Spin multiplicity: 1
LUMO level (eV): 1.039

The Löwdin scheme yields these atomic charges, measured in e: -0.172, -0.161, 0.062, 0.058, 0.053, 0.069, 0.024, 0.063, -0.058, -0.089, -0.106, -0.061, -0.284, -0.094, -0.054, 0.102, 0.089, 0.111, 0.102, 0.076, 0.076, 0.112, 0.082



Version R
C9H14 | ωB97M-V with the def2-TZVPD basis set

Geometry (Å):
C (1.82, 2.97, 0.22)
C (-1.16, 0.57, 0.62)
C (-0.29, 1.53, 0.07)
C (-1.02, 0.14, 1.91)
C (0.75, 2.08, 0.84)
C (-0.10, 0.74, 2.76)
C (0.81, 1.69, 2.17)
H (-2.06, 0.21, -0.10)
H (-0.46, 1.92, -0.92)
H (-1.76, -0.50, 2.43)
H (-0.13, 0.46, 3.82)
H (2.16, 3.64, 0.99)
H (1.37, 3.70, -0.43)
H (1.61, 2.02, 2.86)
H (2.53, 2.47, -0.24)
C (-0.22, -3.53, -2.51)
C (-0.80, -2.38, -1.75)
H (-0.07, -3.43, -3.58)
H (0.80, -3.81, -2.27)
H (-1.06, -4.29, -2.32)
H (-1.08, -2.77, -0.74)
H (-1.57, -1.79, -2.23)
H (-0.06, -1.64, -1.59)

Computed properties:
SMILES: Cc1ccccc1.CC
Spin multiplicity: 1
LUMO level (eV): 0.993

The Löwdin scheme yields these atomic charges, measured in e: -0.033, -0.118, -0.056, -0.143, -0.271, -0.075, -0.055, 0.148, 0.100, 0.110, 0.103, 0.078, 0.079, 0.113, 0.026, -0.188, -0.206, 0.051, 0.063, 0.091, 0.084, 0.063, 0.036



The structure with the least stability is version P.